[1]
Here is the molecule C6H10O from OMol25. Energies are from ωB97M-V/def2-TZVPD.

The value obtained for the HOMO-LUMO gap is 10.7935 eV. Its SMILES is C1C[C@H](C2CC2)O1. The largest force on an atom comes out at 0.007 hartree/bohr. For the molar mass, the calculation gives 98.1 g/mol. As for the LUMO energy: 1.21 eV. Its total charge is 0. The energy above the lowest of the compared OMol25 structures with the same formula, charge and spin is 33.83 kcal/mol.

Positions of all 17 atoms, in Å:
O 1.0416 0.4376 0.8689
C -0.9958 -0.6466 0.0272
C 0.5059 -0.6698 0.1185
C -1.7902 -0.1428 1.1959
C 2.0431 0.6666 -0.1350
C 1.3394 -0.2784 -1.1142
C -1.7231 0.6613 -0.0736
H -1.2284 0.2342 2.0459
H 3.0265 0.3106 0.1994
H 0.8396 -1.6204 0.5631
H -2.7182 -0.6496 1.4447
H 2.1164 1.7234 -0.4137
H -1.1249 1.5681 -0.0481
H 0.7454 0.2445 -1.8689
H -1.4103 -1.4883 -0.5261
H 1.9414 -1.0606 -1.5829
H -2.6085 0.7103 -0.7009

Atomic forces in eV per Å
-0.01 0.05 0.16
0.07 -0.10 -0.06
-0.18 -0.25 -0.05
-0.06 -0.05 0.19
0.27 0.14 -0.15
-0.02 -0.01 -0.12
-0.04 0.16 -0.12
-0.08 -0.05 -0.15
-0.12 0.06 -0.04
-0.06 0.12 -0.04
0.15 0.10 -0.06
-0.03 -0.15 0.05
-0.08 -0.15 0.01
0.08 -0.08 0.11
0.06 0.13 0.09
-0.10 0.13 0.09
0.15 -0.02 0.10

***

[2]
Here is the molecule C6H10O in a non-equilibrium geometry from OMol25. Energies are from ωB97M-V/def2-TZVPD.

The value obtained for the HOMO-LUMO gap is 9.9681 eV. Its SMILES is O[C@@H]1C=CCCC1. The largest force on an atom comes out at 0.046 hartree/bohr. For the molar mass, the calculation gives 98.1 g/mol. As for the LUMO energy: 1.04 eV. Its total charge is 0. The energy above the lowest of the compared OMol25 structures with the same formula, charge and spin is 31.00 kcal/mol.

Positions of all 17 atoms, in Å:
O 2.4907 -0.9179 -0.1952
C 1.2336 -0.3246 -0.3856
C 1.0617 0.9883 0.2708
C -0.1214 1.6113 0.1802
C -1.4596 -0.5749 0.2509
C -1.2270 0.9450 -0.5333
C -0.1653 -1.3817 0.1241
H -0.9711 0.6127 -1.5458
H -0.3546 2.4408 0.8429
H -1.7401 -0.3830 1.2978
H 1.0393 -0.3378 -1.4558
H -2.1366 1.5676 -0.5795
H -0.2277 -2.1604 -0.6521
H 0.2371 -1.8006 1.0497
H 2.8349 -0.6712 0.6743
H -2.3262 -0.9783 -0.2891
H 1.7977 1.3097 1.0112

Atomic forces in eV per Å
-0.19 -0.13 0.26
-1.88 -1.34 0.40
-0.53 -0.08 0.27
0.25 -0.33 0.44
0.37 2.02 -0.87
-0.48 -1.71 0.75
1.78 1.44 -0.66
0.01 0.33 0.07
0.13 0.11 -0.27
0.11 0.00 -0.44
0.22 0.35 -0.06
0.27 -0.56 0.15
0.12 0.31 0.34
-0.42 -0.05 -0.06
-0.18 -0.10 -0.19
0.38 -0.29 0.28
0.05 0.03 -0.38

***

[3]
Here is the molecule C6H10O from OMol25. Energies are from ωB97M-V/def2-TZVPD.

The value obtained for the HOMO-LUMO gap is 10.6581 eV. Its SMILES is C[C@H]1C[C@H]1CC=O. The largest force on an atom comes out at 0.007 hartree/bohr. For the molar mass, the calculation gives 98.1 g/mol. As for the LUMO energy: 1.01 eV. Its total charge is 0. The energy above the lowest of the compared OMol25 structures with the same formula, charge and spin is 18.53 kcal/mol.

Positions of all 17 atoms, in Å:
O -0.7165 1.7347 2.0078
C -0.9217 -0.9613 0.6836
C -0.1794 -1.2357 -0.5867
C -0.2158 1.3875 -0.3273
C 1.3326 -1.2405 -0.5815
C -0.9480 0.0604 -0.4210
C -0.0897 2.0401 1.0253
H 0.6463 2.8796 1.0583
H -0.6288 -1.9613 -1.2635
H 1.7112 -2.2479 -0.3840
H -1.8457 -1.4930 0.8881
H -1.8823 0.1113 -0.9789
H 0.7900 1.3364 -0.7556
H -0.3423 -0.7246 1.5710
H -0.7205 2.1336 -0.9522
H 1.7318 -0.5952 0.2092
H 1.7434 -0.9101 -1.5450

Atomic forces in eV per Å
0.22 0.19 -0.21
-0.08 -0.02 0.17
0.01 -0.10 -0.08
0.00 -0.09 -0.10
-0.01 -0.01 -0.01
-0.06 0.10 -0.14
-0.14 -0.06 0.22
-0.16 -0.13 0.03
0.07 0.15 0.10
-0.05 0.09 -0.04
0.15 0.05 -0.03
0.20 -0.02 0.16
0.05 -0.04 0.04
-0.06 -0.05 -0.17
-0.03 0.02 0.02
-0.05 -0.03 -0.14
-0.05 -0.04 0.19